A cluster of 7 separate species, C35H61BN5O23S in total in a non-equilibrium geometry, computed with ωB97M-V/def2-TZVPD.

Last column: Mulliken charge in e.
CARTESIAN COORDINATES (ANGSTROEM)
1 C -7.71 4.23 -1.14  -0.850
2 C -6.72 2.94 -1.02  0.538
3 N -6.57 2.23 -2.13  -0.644
4 C -5.96 2.62 0.39  -0.666
5 C -4.40 2.20 0.17  -0.127
6 N -4.08 0.78 0.32  0.065
7 C -2.69 0.35 0.13  -0.263
8 N -2.38 -1.12 0.28  -0.547
9 C -2.65 -1.62 -0.93  0.963
10 O -2.73 -1.96 -2.14  -0.444
11 C -1.50 1.32 -0.22  0.056
12 B 0.00 0.69 -0.36  0.424
13 N 0.62 0.17 0.93  -0.474
14 O 0.73 0.64 -1.62  -0.546
15 C -1.78 2.89 -0.41  0.676
16 C -0.66 3.96 -0.79  0.525
17 O 0.34 3.75 -1.56  -0.541
18 O -0.79 5.31 -0.28  -0.262
19 C -0.34 6.30 -1.25  -0.683
20 C -1.16 6.30 -2.65  -0.314
21 C -1.56 7.80 -3.17  -0.585
22 S -3.37 8.20 -3.01  -0.223
23 C -3.31 3.32 -0.18  0.283
24 C -3.85 4.83 -0.26  0.258
25 C -3.88 5.37 1.29  0.364
26 O -3.32 4.61 2.19  -0.593
27 N -4.53 6.62 1.72  0.009
28 C -4.14 6.82 3.18  -1.088
29 C -3.95 7.83 1.02  -0.423
30 H -8.76 3.90 -1.48  0.350
31 H -7.76 4.74 -0.10  0.262
32 H -7.28 4.98 -1.91  0.227
33 H -5.92 1.44 -1.94  0.245
34 H -6.51 1.71 0.85  0.376
35 H -6.06 3.49 1.15  0.184
36 H -4.79 0.06 0.58  0.401
37 H -0.04 0.44 1.70  0.260
38 H 1.48 0.70 1.13  0.265
39 H 1.56 1.18 -1.45  0.291
40 H -0.53 7.34 -0.76  0.464
41 H 0.81 6.27 -1.45  0.295
42 H -2.07 5.59 -2.67  0.299
43 H -0.43 5.89 -3.45  0.375
44 H -1.32 7.82 -4.31  0.333
45 H -0.88 8.62 -2.70  0.349
46 H -4.13 7.03 -3.08  0.114
47 H -4.94 4.93 -0.63  -0.026
48 H -3.21 5.54 -0.88  -0.581
49 H -4.56 7.85 3.53  0.381
50 H -4.62 6.04 3.88  0.279
51 H -2.99 6.89 3.31  0.410
52 H -4.78 8.52 0.61  0.238
53 H -3.21 7.48 0.20  0.126
54 H -3.34 8.45 1.79  0.260
55 C 1.14 -6.10 2.65  -0.692
56 O 0.75 -6.04 1.28  -0.281
57 C 0.52 -4.79 0.82  0.724
58 O 0.62 -3.77 1.46  -0.582
59 O 0.17 -4.88 -0.48  -0.390
60 C -0.10 -3.62 -1.09  -0.205
61 H 1.29 -7.15 2.91  0.236
62 H 2.08 -5.56 2.81  0.314
63 H 0.35 -5.70 3.29  0.308
64 H 0.79 -2.99 -1.08  0.143
65 H -0.94 -3.12 -0.60  -0.135
66 H -0.38 -3.81 -2.13  0.424
67 C 3.28 -5.76 -0.37  -0.466
68 O 4.11 -6.88 -0.68  -0.334
69 C 5.40 -6.71 -0.35  0.742
70 O 5.88 -5.73 0.17  -0.543
71 O 6.06 -7.83 -0.69  -0.323
72 C 7.46 -7.80 -0.39  -0.493
73 H 2.26 -6.00 -0.68  0.299
74 H 3.27 -5.56 0.70  0.136
75 H 3.60 -4.87 -0.93  0.303
76 H 7.62 -7.69 0.68  0.166
77 H 7.95 -7.00 -0.94  0.295
78 H 7.89 -8.75 -0.71  0.226
79 C -3.49 11.19 7.64  -0.606
80 O -2.18 10.62 7.70  -0.317
81 C -1.86 9.87 6.62  0.792
82 O -2.56 9.67 5.66  -0.539
83 O -0.61 9.40 6.80  -0.299
84 C -0.13 8.58 5.74  -0.584
85 H -3.64 11.77 8.55  0.222
86 H -3.57 11.87 6.79  0.285
87 H -4.25 10.41 7.59  0.285
88 H -0.08 9.16 4.81  0.279
89 H -0.76 7.70 5.61  0.254
90 H 0.88 8.26 5.99  0.228
91 C 2.30 -1.63 -3.43  -0.404
92 O 3.61 -2.20 -3.39  -0.294
93 C 3.92 -2.93 -4.48  0.737
94 O 3.20 -3.13 -5.43  -0.541
95 O 5.17 -3.41 -4.31  -0.308
96 C 5.64 -4.21 -5.40  -0.637
97 H 2.16 -1.06 -2.51  0.082
98 H 2.20 -0.94 -4.28  0.389
99 H 1.54 -2.41 -3.47  0.208
100 H 5.67 -3.63 -6.32  0.299
101 H 5.01 -5.10 -5.52  0.299
102 H 6.65 -4.54 -5.16  0.225
103 C -4.05 -6.05 -7.55  -0.615
104 O -4.70 -5.30 -6.53  -0.316
105 C -4.05 -5.30 -5.35  0.753
106 O -3.01 -5.87 -5.11  -0.533
107 O -4.76 -4.55 -4.48  -0.338
108 C -4.19 -4.47 -3.18  -0.420
109 H -4.66 -5.98 -8.46  0.219
110 H -3.06 -5.64 -7.77  0.293
111 H -3.98 -7.11 -7.27  0.290
112 H -3.20 -3.99 -3.22  0.108
113 H -4.12 -5.46 -2.72  0.345
114 H -4.84 -3.85 -2.57  0.233
115 C 7.82 -7.87 4.34  -0.630
116 O 8.65 -8.99 4.03  -0.310
117 C 9.95 -8.82 4.37  0.780
118 O 10.43 -7.84 4.88  -0.534
119 O 10.61 -9.94 4.03  -0.308
120 C 12.01 -9.91 4.32  -0.621
121 H 6.81 -8.11 4.03  0.208
122 H 7.82 -7.68 5.42  0.317
123 H 8.15 -6.98 3.79  0.293
124 H 12.17 -9.80 5.40  0.291
125 H 12.50 -9.11 3.77  0.288
126 H 12.44 -10.86 4.01  0.222

The total charge is +1. The calculation puts the HOMO energy at -11.559 eV. Its gap between HOMO and LUMO is 6.1 eV.